A cluster of 3 separate species, C37H78FN7O10P4 in total in a non-equilibrium geometry. Source: OMol25; level of theory: wB97M-V/def2-TZVPD.

Each line ends with the Löwdin charge.
Atoms and positions in Å:
C: -4.30646 -3.54033 2.69856  -0.0320
C: -2.92665 -2.98902 2.45187  -0.2220
C: -1.86161 -3.65446 3.05234  -0.0438
C: -0.55791 -3.24694 2.85856  -0.0773
C: -0.31401 -2.16704 2.04148  -0.0946
C: -1.35758 -1.48250 1.45006  -0.0378
C: -2.68432 -1.86950 1.65620  -0.1831
C: -3.82580 -1.10318 1.00483  -0.0616
C: -4.78142 -0.47886 2.05869  -0.3026
C: -6.23176 -1.01160 1.99459  -0.1291
C: -7.26344 -0.10143 1.30767  -0.1579
C: -8.39318 0.38972 2.24216  -0.1500
C: -7.97205 0.68358 3.67462  -0.2060
O: -8.56770 1.91217 4.12482  -0.0646
C: -8.38242 2.09521 5.46536  -0.3199
O: -9.05441 1.55728 6.30250  0.0968
O: -4.80690 0.94755 2.06201  -0.1373
C: -3.51406 1.51890 2.11461  -0.2306
C: -3.58134 2.94310 2.68421  -0.5602
O: -2.40324 3.70398 2.44346  -0.1511
C: -1.18561 3.02955 2.17503  -0.3264
C: -0.19883 4.15840 1.83754  -0.1195
C: 0.00250 5.17339 2.97110  -0.1389
C: 1.32724 5.02874 3.70577  -0.2004
F: 2.38374 4.76397 2.83443  -0.0633
C: -0.61570 2.23035 3.34846  -0.1162
C: 0.71623 1.54631 2.99619  -0.0902
C: 1.22684 0.77715 4.19756  -0.5280
N: 2.13883 1.43512 5.00996  0.1578
O: 0.89933 -0.36678 4.42128  0.0695
P: -4.87581 3.99814 1.81806  0.9784
C: -4.53430 3.83787 0.02816  -0.2752
C: -6.58449 3.49292 2.19128  -0.2881
P: -3.96360 2.83500 4.48608  0.4934
O: -5.30856 3.30264 4.85532  -0.2697
O: -2.81850 3.68504 5.20399  -0.1003
O: -3.67516 1.34802 5.02066  -0.1067
H: -4.87086 -3.61645 1.76763  0.0784
H: -4.89262 -2.90889 3.36627  0.0751
H: -4.25161 -4.54283 3.11431  0.0802
H: -2.07445 -4.50678 3.68408  0.1086
H: 0.24397 -3.77524 3.35241  0.1078
H: 0.71210 -1.86311 1.88774  0.0987
H: -1.17967 -0.63718 0.79390  0.1081
H: -3.39675 -0.36123 0.33446  0.1136
H: -4.35409 -1.82490 0.37925  0.1223
H: -4.37938 -0.80402 3.02959  0.1270
H: -6.53492 -1.26306 3.00962  0.1068
H: -6.19094 -1.95158 1.45180  0.0921
H: -6.81554 0.75028 0.80329  0.1008
H: -7.74722 -0.69045 0.52794  0.1071
H: -9.24889 -0.28238 2.21520  0.1135
H: -8.76519 1.33297 1.83756  0.1098
H: -8.33074 -0.11250 4.33282  0.1268
H: -6.88636 0.71419 3.80412  0.1051
H: -7.57588 2.78767 5.74213  0.1300
H: -2.84904 0.84672 2.66494  0.1116
H: -3.09644 1.58405 1.10628  0.1144
H: -1.21887 2.43131 1.25987  0.1486
H: -0.65622 4.70179 1.00873  0.1219
H: 0.72408 3.74287 1.44478  0.1040
H: -0.76972 5.06378 3.73338  0.1129
H: -0.02243 6.18678 2.57652  0.1162
H: 1.29823 4.24263 4.46125  0.0848
H: 1.57495 5.95652 4.22299  0.1183
H: -1.26474 1.43554 3.71924  0.1093
H: -0.43793 2.88968 4.19894  0.1058
H: 0.59873 0.86636 2.15498  0.1114
H: 1.48125 2.29426 2.78372  0.1006
H: 1.94623 2.41975 5.13630  0.0702
H: 2.18550 0.99574 5.92119  0.1051
H: -3.67157 4.46244 -0.19144  0.0295
H: -5.38703 4.29554 -0.47178  0.0362
H: -4.36068 2.83222 -0.35836  0.0349
H: -7.16384 3.37864 1.27350  0.0470
H: -7.05066 4.27514 2.78183  0.0380
H: -6.63013 2.58362 2.77094  -0.0085
H: -2.71776 3.38946 6.11808  0.0962
H: -4.15905 0.69486 4.49834  0.0630
C: 3.91148 2.48742 -4.16671  -0.1332
N: 2.80711 2.76218 -3.27701  -0.3207
C: 1.98700 3.89424 -3.66813  -0.1274
P: 2.43017 1.92797 -1.84246  0.6487
O: 0.94183 1.77724 -1.96105  -0.3148
N: 2.86381 0.25026 -1.86069  -0.3256
C: 3.29684 -0.40091 -3.08022  -0.1305
C: 1.90561 -0.58060 -1.13785  -0.1545
N: 3.87268 2.33858 -1.06406  -0.2949
C: 4.23834 3.75355 -0.93745  -0.1040
C: 4.50012 1.47049 -0.05639  -0.0958
H: 4.31946 3.41617 -4.57826  0.0811
H: 3.60188 1.85559 -5.00645  0.0806
H: 4.73711 1.99653 -3.65082  0.0687
H: 2.35319 4.83530 -3.23365  0.0700
H: 0.95471 3.75543 -3.34946  0.0679
H: 1.97814 4.00840 -4.75372  0.0809
H: 2.60619 -0.22572 -3.91926  0.0875
H: 3.37577 -1.47896 -2.93121  0.0737
H: 4.29945 -0.07616 -3.36314  0.0626
H: 1.02781 -0.81867 -1.75082  0.0827
H: 1.54829 -0.10426 -0.22335  0.0510
H: 2.38697 -1.51814 -0.84554  0.0853
H: 5.13980 3.95730 -1.52204  0.0882
H: 4.42896 4.03156 0.09965  0.0754
H: 3.44711 4.40695 -1.29783  0.0636
H: 5.20091 0.78861 -0.53714  0.0841
H: 3.77438 0.88099 0.49777  0.0692
H: 5.05283 2.06845 0.66898  0.0758
C: 7.00526 -6.71732 -5.18408  -0.1326
N: 6.10941 -5.97337 -4.32842  -0.3164
C: 5.91738 -6.55672 -3.01108  -0.1233
P: 5.25552 -4.56351 -4.71688  0.6545
O: 5.44644 -3.67310 -3.52909  -0.3049
N: 6.13455 -3.56297 -5.85647  -0.3299
C: 7.51570 -3.85791 -6.18467  -0.1368
C: 5.95868 -2.13248 -5.62790  -0.1583
N: 4.34334 -5.21786 -5.97644  -0.3002
C: 3.52745 -6.40992 -5.71828  -0.1072
C: 3.88295 -4.41404 -7.11593  -0.0992
H: 6.90964 -7.79204 -5.00144  0.0825
H: 8.04920 -6.43814 -5.00954  0.0818
H: 6.77805 -6.56916 -6.23928  0.0692
H: 5.07853 -7.26599 -2.99537  0.0716
H: 5.71950 -5.78403 -2.26878  0.0702
H: 6.81377 -7.09065 -2.69190  0.0820
H: 8.15144 -3.98278 -5.29601  0.0862
H: 7.92683 -3.04082 -6.77981  0.0791
H: 7.59990 -4.74798 -6.80871  0.0603
H: 6.59869 -1.75788 -4.81970  0.0819
H: 4.92622 -1.90068 -5.36306  0.0568
H: 6.19144 -1.58091 -6.54335  0.0815
H: 3.91294 -7.25570 -6.29406  0.0876
H: 2.48311 -6.25510 -5.99143  0.0770
H: 3.54011 -6.68454 -4.66556  0.0651
H: 4.62040 -4.44705 -7.91701  0.0834
H: 3.71017 -3.37413 -6.85132  0.0720
H: 2.94369 -4.80966 -7.50390  0.0755

Results
Spin multiplicity   1
SMILES   Cc1ccccc1C[C@H](CCCCOC=O)OC[C@@](O[C@@H](CCCF)CCC(N)=O)(P(C)C)P(=O)(O)O.CN(C)P(=O)(N(C)C)N(C)C.CN(C)P(=O)(N(C)C)N(C)C
E_HOMO   -7.65 eV
Charge   0
Kohn-Sham gap   8.059 eV
Energy   -4057.6190 Eh